Molecular formula: CH6P2S
Method: DFT, ωB97M-V with the def2-TZVPD basis set

Properties
Energy relative to the best compared isomer or geometry (same formula, charge and spin), kJ/mol: 215.5
Molecular weight, g mol⁻¹: 112.07
Structure (SMILES): C=[PH2]PS
LUMO level, eV: 0.5069
Electronic energy, eV: -30544.164

Bonds (Å) are listed after each position.
Positions of all 10 atoms, in Å:
1 C -1.789 0.628 0.562  P2 1.730, H6 1.075, H7 1.177
2 P -0.139 0.754 0.056  C1 1.730, P3 2.365, H5 1.429, H8 1.345
3 P 1.229 -0.696 -1.217  P2 2.365, S4 2.087, H9 1.517
4 S 1.968 -1.880 0.334  P3 2.087, H10 1.407
5 H 0.417 1.748 -0.806  P2 1.429
6 H -1.968 0.358 1.587  C1 1.075
7 H -2.628 0.504 -0.253  C1 1.177
8 H 0.716 1.028 1.058  P2 1.345
9 H 0.082 -1.609 -1.603  P3 1.517
10 H 3.307 -1.481 0.168  S4 1.407